1.
A molecular structure, C44H43LuN5O2S4 at a distorted geometry, computed with ωB97M-V/def2-TZVPD.

Element x y z (Å)
Lu 0.82251 1.53416 1.46442
C 3.04334 2.77499 6.72664
S 1.31206 3.05046 6.34476
C 1.01727 2.41478 4.71949
S 2.31838 2.04442 3.71277
N -0.26717 2.47173 4.47033
N -0.62077 2.06437 3.23959
C -1.87157 1.74581 3.06797
C -2.32444 1.28508 1.71395
C -3.79953 1.44539 1.24031
C -4.08967 2.59477 0.34015
C -3.10697 3.21653 -0.29522
C -1.74734 2.73238 -0.06973
N -1.37431 1.87534 0.77256
H 3.21296 3.43976 7.56415
H 3.60843 3.05350 5.82198
H 3.19865 1.74646 7.01346
H -2.54219 1.78229 3.91224
H -4.54389 1.43600 1.98192
H -5.14170 2.84842 0.16673
H -3.29295 4.03917 -1.01231
H -0.99783 3.17233 -0.67929
C 1.89472 1.79486 -7.35303
C 1.96728 1.50498 -5.87263
C 3.09436 1.16796 -5.19384
C 3.04601 0.83868 -3.82710
C 1.81791 0.83463 -3.18935
C 0.63164 1.25519 -3.82582
C 0.76932 1.53843 -5.15497
S 1.93452 0.17238 -1.54342
O 1.10997 1.10116 -0.64564
C 1.07631 -1.38603 -1.66506
C 2.01285 -2.25882 -2.24749
C 1.71749 -3.57710 -2.47008
C 0.47011 -4.09105 -2.11081
C 0.07545 -5.42461 -2.37137
C -1.19819 -5.87052 -2.15933
C -2.07776 -5.06231 -1.41590
C -1.70430 -3.78140 -1.00819
C -0.47859 -3.25866 -1.40903
C -0.10899 -1.88564 -1.14134
C -1.14785 -1.05458 -0.47394
C -2.24226 -0.54298 -1.34673
C -2.11606 -0.62281 -2.75585
C -3.14334 -0.33071 -3.60509
C -4.38463 0.00287 -3.13035
C -4.55510 0.11199 -1.76955
C -3.49136 -0.12478 -0.90921
C -3.70080 -0.00137 0.59973
C -2.47025 -0.27540 1.48890
C -1.32895 -1.02878 0.86029
S -0.27025 -1.58865 2.15087
O 0.77342 -0.44706 2.06861
C 0.69916 -3.02061 1.81679
C 0.23632 -4.26753 2.28649
C 1.00882 -5.34012 1.96422
C 2.18458 -5.22223 1.22809
C 2.95751 -6.43618 0.87848
C 2.61081 -3.96681 0.82729
C 1.88333 -2.85467 1.09571
H 2.50703 1.03008 -7.80078
H 2.36941 2.73028 -7.58940
H 0.87271 1.72799 -7.73518
H 4.05005 1.12449 -5.68311
H 3.90057 0.49468 -3.25183
H -0.36491 1.30640 -3.40124
H -0.10897 1.75690 -5.73071
H 3.03660 -1.93237 -2.49210
H 2.47293 -4.31646 -2.83719
H 0.79670 -6.06950 -2.86415
H -1.44915 -6.88092 -2.37162
H -3.04972 -5.38271 -1.20939
H -2.43299 -3.19681 -0.48011
H -1.21821 -0.94591 -3.24036
H -2.98526 -0.37785 -4.68271
H -5.23718 0.05071 -3.81031
H -5.52020 0.33753 -1.32794
H -4.55908 -0.63607 0.85444
H -2.78510 -0.70917 2.46049
H -0.71289 -4.33473 2.80432
H 0.76838 -6.35200 2.33226
H 2.37745 -7.32319 1.12410
H 3.87852 -6.43895 1.44732
H 3.16478 -6.38131 -0.20404
H 3.56340 -3.90053 0.22588
H 2.15447 -1.87947 0.80583
N 0.59539 5.61924 5.01800
C 1.37672 5.50954 3.70770
C 0.49471 4.93972 2.57205
N 1.30366 4.17873 1.53501
H 0.45375 6.57227 5.36387
H 0.98346 5.00858 5.73931
H -0.31254 5.20674 4.88039
H 2.17345 4.83583 3.97946
H 1.77303 6.49928 3.41334
H -0.08443 5.76570 2.12611
H -0.22063 4.23721 2.97804
H 2.27654 4.09760 1.83039
H 1.33109 4.65859 0.62664

Forces on the atoms, in the same order (eV/Å):
Lu 0.3 0.7 -0.1
C -0.1 0.3 -1.0
S -0.4 -0.6 0.6
C -0.6 0.7 0.4
S 0.6 -0.6 -0.6
N 0.4 0.1 1.4
N -1.8 -0.9 -1.4
C 1.3 0.3 0.2
C -0.3 0.3 0.0
C 0.9 -0.3 -1.3
C -0.6 -0.3 -0.1
C 0.1 0.5 -0.5
C -1.2 1.0 -0.8
N 0.7 -1.0 1.0
H 0.3 0.1 0.1
H 0.2 -0.2 0.7
H 0.1 -0.2 0.0
H -0.3 0.0 0.2
H -0.6 -0.2 1.4
H 0.4 0.0 0.1
H 0.3 -0.6 0.6
H 0.8 0.3 -0.6
C 0.4 -0.8 0.7
C -1.4 0.4 -0.4
C 1.4 -0.3 1.1
C -0.5 -0.2 -0.5
C -0.3 0.1 0.7
C 0.6 -0.5 0.1
C -0.6 0.2 -0.4
S -0.4 0.3 -0.5
O -0.2 0.5 0.7
C 0.0 -0.7 0.4
C 0.9 -1.0 -0.6
C 1.0 -0.5 0.0
C -1.7 0.0 0.9
C 0.5 0.0 -0.9
C 0.5 0.6 1.3
C 1.3 1.6 -0.3
C -0.9 -1.6 -0.7
C 1.7 0.7 -0.3
C 0.2 0.4 -0.6
C -0.9 -0.3 0.2
C 0.3 0.0 -1.8
C 0.6 -0.1 0.7
C 0.1 0.1 -1.2
C -1.1 -0.2 -0.1
C 0.0 0.0 0.5
C 0.3 0.3 2.0
C -0.9 -0.3 -0.3
C -0.2 0.2 0.1
C -0.4 0.2 -0.1
S 0.4 -0.4 0.4
O 0.3 0.1 0.4
C -0.5 0.0 -0.3
C -0.1 1.8 -0.5
C 0.3 -1.8 0.4
C -0.5 0.1 0.3
C -0.2 0.1 -0.5
C 2.0 -0.4 -1.3
C -1.3 -0.4 0.9
H 0.1 -0.3 -0.7
H 0.0 0.6 -0.1
H 0.3 0.2 0.1
H 0.3 0.0 -0.2
H 0.2 0.2 -0.4
H 0.3 -0.2 0.4
H -0.4 0.3 0.0
H -0.6 0.1 0.1
H -0.6 1.0 0.1
H 0.0 0.0 0.0
H -0.3 -0.6 -0.4
H -1.3 -0.6 0.4
H -0.1 0.2 0.2
H 0.6 -0.2 0.2
H 0.0 -0.2 0.3
H 0.3 0.3 0.2
H 0.0 0.0 -0.2
H 0.1 0.2 0.0
H 0.2 0.1 -0.6
H 0.1 -0.1 0.2
H -0.2 0.7 -0.3
H 0.2 -0.1 -0.2
H 0.4 -0.2 -0.1
H 0.2 -0.4 0.5
H -1.1 0.0 0.8
H 0.5 0.8 -0.3
N -0.5 1.3 -1.3
C -0.2 0.5 0.0
C 0.5 0.1 -0.3
N -0.4 0.3 -0.2
H 0.2 -0.1 -0.1
H 0.7 -0.4 0.6
H -0.8 -0.1 -0.1
H 0.4 -0.2 -0.3
H -0.1 -0.5 0.5
H 0.4 -0.4 -0.1
H -0.1 0.1 0.2
H -0.2 0.1 0.1
H -0.1 0.0 0.6

Output
charge: +3
ΔE to the lowest compared entry with this formula, charge and spin: 2.780 eV
E: -4954.2179 a.u.
highest occupied orbital energy: -14.9 eV

***

2.
A molecular structure, C44H44ClN7O2PdTe at a distorted geometry, computed with ωB97M-V/def2-TZVPD.

Element x y z (Å)
Pd 2.26408 0.87078 -0.12010
C -4.50060 -8.85777 6.66696
O -4.17511 -7.55439 7.14292
C -3.49899 -6.72973 6.33328
C -3.07707 -7.05555 5.04388
C -2.38318 -6.12230 4.29583
C -2.09637 -4.85951 4.80652
C -2.52562 -4.54501 6.10142
C -3.21571 -5.46199 6.85581
C -1.36385 -3.91389 3.98068
N -0.93602 -4.13808 2.75097
C -0.31323 -2.99378 2.37085
C -0.35039 -2.04214 3.37290
N -1.02506 -2.64956 4.39891
C 0.22335 -0.75244 3.23386
C 0.24285 0.26003 4.20886
C 0.86449 1.45159 3.93827
C 1.42459 1.65712 2.67717
N 1.38114 0.73604 1.72776
C 0.83567 -0.47475 1.99500
C 0.93192 -1.46740 0.96562
N 1.60247 -1.13322 -0.17390
C 1.64296 -2.01067 -1.16406
C 1.05147 -3.27305 -1.08439
C 0.41201 -3.64373 0.07047
C 0.33956 -2.72700 1.12932
H -5.04460 -9.33947 7.47188
H -3.59717 -9.42825 6.44497
H -5.13492 -8.80165 5.78073
H -3.28426 -8.02701 4.62072
H -2.05487 -6.37114 3.29599
H -2.32885 -3.57411 6.54217
H -3.55245 -5.22948 7.85678
H -1.24376 -2.26268 5.30039
H -0.20970 0.09537 5.17827
H 0.91824 2.23795 4.67738
H 1.91230 2.58811 2.43365
H 2.15389 -1.71158 -2.06589
H 1.11292 -3.93837 -1.93375
H -0.04447 -4.61858 0.18554
C 4.70866 -1.04447 -2.07875
Te 3.70866 0.84544 -2.25617
C 5.55623 1.58951 -1.47447
C 6.57181 0.60933 -2.01123
C 7.89806 0.97246 -2.20172
C 8.80656 0.04010 -2.68036
C 8.39112 -1.25040 -2.97802
C 7.06501 -1.61425 -2.79887
C 6.15450 -0.68615 -2.31155
H 4.32067 -1.75596 -2.80272
H 4.52736 -1.41312 -1.06893
H 5.48878 1.59431 -0.38695
H 5.71475 2.60339 -1.83320
H 8.22144 1.98287 -1.98343
H 9.83799 0.32603 -2.83479
H 9.09854 -1.97198 -3.36338
H 6.74029 -2.61828 -3.04340
C -1.62369 1.95205 -3.21781
C -1.59454 3.14614 -4.18106
C -2.83272 3.00512 -5.08214
C -0.37357 3.02443 -5.10848
C -1.59792 4.56801 -3.49608
O -1.63698 5.53649 -4.55789
C -2.81163 4.88913 -2.57343
C -2.84943 4.56161 -1.06475
C -3.15475 3.14096 -0.65033
C -4.33970 2.50100 -1.00632
C -4.58965 1.18810 -0.62786
C -3.64476 0.50518 0.12851
Cl -3.93256 -1.13482 0.61127
C -2.47626 1.12897 0.52146
C -2.24630 2.43877 0.13243
C -0.22485 5.01340 -2.90122
N 0.36648 4.23021 -1.80343
C 1.09178 3.12302 -1.83802
N 1.44775 2.78435 -0.60088
C 0.96879 3.81140 0.15846
N 0.31363 4.69241 -0.53730
H -1.36419 1.04624 -3.77310
H -2.61521 1.79960 -2.80022
H -0.94091 2.03411 -2.37981
H -2.85530 1.99455 -5.49312
H -2.80523 3.68933 -5.93100
H -3.76759 3.14471 -4.53939
H -0.50265 2.15991 -5.76152
H 0.56751 2.87172 -4.57652
H -0.26421 3.90758 -5.73627
H -2.51756 5.54198 -4.94773
H -3.70414 4.48386 -3.05429
H -2.91344 5.97446 -2.63883
H -3.62558 5.21069 -0.64966
H -1.93163 4.87633 -0.58315
H -5.08548 3.03023 -1.58914
H -5.51106 0.69605 -0.90772
H -1.76248 0.59223 1.13722
H -1.33768 2.92985 0.45120
H -0.31472 6.02291 -2.50883
H 0.48681 5.04253 -3.72202
H 1.27368 2.55542 -2.73132
H 1.06384 3.89221 1.22444

Forces on the atoms, in the same order (eV/Å):
Pd -1.2 -0.2 -0.6
C 0.0 0.0 0.0
O 0.0 0.0 0.0
C 0.0 0.0 0.0
C 0.0 0.0 0.0
C 0.0 0.0 0.0
C 0.0 0.0 0.0
C 0.0 0.0 0.0
C 0.0 0.0 0.0
C 0.0 0.1 0.0
N 0.0 0.0 0.0
C 0.0 0.0 0.0
C 0.0 0.0 0.0
N 0.0 0.0 0.1
C 0.0 0.0 0.0
C 0.0 0.0 0.0
C 0.0 0.0 0.0
C -0.1 0.0 -0.1
N 0.1 0.1 0.2
C 0.0 -0.1 0.1
C -0.1 -0.1 -0.1
N 0.5 0.0 0.3
C 0.0 0.1 0.0
C 0.0 0.0 0.0
C 0.0 0.0 0.0
C 0.0 0.1 0.0
H 0.0 0.0 0.0
H 0.0 0.0 0.0
H 0.0 0.0 0.0
H 0.0 0.0 0.0
H 0.0 0.0 0.0
H 0.0 0.0 0.0
H 0.0 0.0 0.0
H 0.0 0.0 0.0
H 0.0 0.0 0.0
H 0.0 0.0 0.0
H 0.1 0.0 0.0
H 0.0 0.0 0.0
H 0.0 0.0 0.0
H 0.0 0.0 0.0
C 0.0 0.0 0.0
Te 0.0 -0.1 0.0
C 0.0 0.1 -0.1
C 0.0 0.0 0.0
C 0.0 0.0 0.0
C 0.0 0.0 0.0
C 0.0 0.0 0.0
C 0.0 0.0 0.0
C 0.0 0.0 0.0
H 0.0 0.0 -0.1
H 0.0 0.0 0.0
H 0.0 0.0 0.0
H 0.0 0.0 0.0
H 0.0 0.0 0.0
H 0.0 0.0 0.0
H 0.0 0.0 0.0
H 0.0 0.0 0.0
C -0.1 0.0 -0.1
C 0.1 0.1 0.0
C 0.0 0.0 0.0
C 0.0 0.0 0.0
C 0.0 0.0 0.0
O 0.0 0.0 0.1
C 0.2 -0.1 0.0
C -0.2 -0.1 -0.2
C 0.1 0.1 0.0
C 0.0 -0.1 0.0
C 0.1 0.0 0.0
C -0.1 0.1 -0.1
Cl 0.0 -0.1 0.0
C 0.1 0.0 0.0
C 0.0 0.0 0.0
C -0.3 -0.2 0.0
N 0.2 0.2 0.0
C -0.4 -0.2 0.0
N 1.0 0.2 0.2
C -0.1 -0.1 0.0
N 0.0 0.2 -0.1
H 0.0 0.0 0.0
H 0.0 0.0 0.0
H 0.0 0.0 0.1
H 0.0 0.0 0.0
H 0.0 0.0 0.0
H 0.0 0.0 0.0
H 0.0 0.0 0.0
H 0.0 0.0 0.0
H 0.0 0.0 0.0
H 0.0 0.0 0.0
H 0.0 0.0 0.1
H 0.1 0.0 0.0
H 0.0 -0.1 0.0
H 0.1 0.1 0.0
H 0.0 0.0 0.0
H 0.0 0.0 0.0
H 0.0 0.0 0.0
H 0.0 0.0 0.0
H -0.1 0.0 0.0
H 0.1 0.0 0.0
H 0.0 0.0 0.0
H 0.1 0.0 0.0

Output
charge: +2
E: -3092.5304 a.u.
highest occupied orbital energy: -11.8 eV